Record 1
Entry from the OMol25 dataset: a 12-piece molecular cluster, C29H78F6N2O14S2 overall (ωB97M-V with the def2-TZVPD basis set).

## Properties
F_max = 5.05 eV/A
Orbital gap = 0.2491 Ha
Energy relative to the best compared isomer or geometry (same formula, charge and spin) = 220.7 kJ/mol

The geometry in XYZ format:
```
131
Properties=species:S:1:pos:R:3:forces:R:3
N 0.107 -0.464 -6.111 0.2 1.3 -0.6
H -0.252 0.446 -6.364 -0.4 0.5 -0.6
H -0.613 -1.144 -6.309 -0.4 -0.7 0.7
H 0.395 -0.266 -5.164 0.1 -1.0 1.2
H 0.915 -0.636 -6.692 0.5 -0.2 -0.1
C 0.593 2.710 -1.924 1.1 0.7 1.8
F 1.012 2.748 -3.204 -1.1 0.2 0.4
F 0.829 3.971 -1.344 -0.4 -2.2 -1.2
F -0.706 2.432 -1.782 0.9 0.4 -0.7
S 1.699 1.398 -1.064 0.0 -0.7 -1.9
O 2.997 1.626 -1.639 -0.5 -0.1 -0.1
O 1.558 1.551 0.346 -0.6 0.4 -0.3
N 0.980 -0.049 -1.832 1.8 3.7 0.2
S 0.593 -0.926 -0.630 0.3 -2.4 4.4
O 1.614 -1.021 0.446 -1.4 -0.4 -2.2
O -0.755 -0.752 -0.146 -0.1 -0.2 -0.5
C 0.609 -2.634 -1.410 -0.5 1.3 1.0
F 1.841 -2.835 -1.915 -1.1 -0.7 -0.2
F 0.294 -3.555 -0.477 0.6 0.5 -1.0
F -0.372 -2.672 -2.353 1.0 -0.5 -0.2
O -3.295 -2.855 -6.329 0.4 0.2 -0.1
H -3.805 -3.325 -5.669 -0.1 -0.1 0.3
H -3.889 -2.770 -7.075 -0.2 0.0 -0.2
C 3.063 -5.033 5.905 1.4 -0.7 0.1
C 1.819 -5.115 6.764 -1.2 0.5 -1.2
C 1.818 -4.190 7.938 0.1 -0.1 1.7
O 0.640 -4.807 6.008 -0.2 0.1 -0.5
H 3.075 -5.453 4.899 -0.9 -0.3 0.1
H 3.818 -5.632 6.414 0.3 0.0 0.2
H 3.536 -4.062 5.754 -0.5 0.4 0.4
H 1.560 -6.133 7.056 0.7 -0.1 0.2
H 2.527 -4.466 8.718 0.6 0.0 -0.2
H 0.882 -4.281 8.490 -0.3 0.1 -0.4
H 1.964 -3.137 7.698 0.1 -0.1 -0.3
H 0.765 -3.939 5.618 -0.1 0.2 -0.1
C -4.868 -8.269 2.840 -0.4 -0.2 -1.2
C -4.586 -9.699 2.280 0.0 -0.3 0.1
C -5.680 -10.744 2.445 -0.8 1.1 -0.2
O -4.293 -9.678 0.888 0.0 1.1 -0.6
H -4.160 -7.575 2.387 0.6 -0.2 0.6
H -4.937 -8.196 3.925 0.6 -0.3 0.0
H -5.788 -7.787 2.510 -0.6 -0.7 -0.3
H -3.666 -10.062 2.738 0.0 0.1 0.6
H -6.040 -10.753 3.474 0.1 -0.8 0.0
H -5.438 -11.681 1.943 0.5 -0.4 0.9
H -6.527 -10.460 1.820 -0.2 0.6 0.1
H -4.019 -10.561 0.628 0.0 0.0 0.0
C -7.064 -2.092 -1.571 -2.9 1.0 0.0
C -8.384 -2.552 -2.380 1.6 0.1 -0.8
C -9.214 -1.505 -3.141 0.1 0.6 1.2
O -7.932 -3.408 -3.409 0.1 -0.8 -1.0
H -7.438 -1.392 -0.824 0.0 -0.1 0.5
H -6.387 -1.442 -2.126 0.2 -0.7 -0.5
H -6.619 -2.926 -1.028 0.2 0.0 -0.4
H -9.079 -3.118 -1.759 0.1 0.1 0.6
H -8.640 -0.890 -3.835 0.2 0.0 0.3
H -9.686 -0.895 -2.370 0.1 0.6 -0.1
H -10.070 -1.872 -3.708 0.3 -0.8 0.1
H -7.401 -4.127 -3.060 0.0 0.0 0.2
C 0.486 -9.310 -4.315 2.2 -0.2 -0.5
C 0.587 -10.856 -4.372 -0.7 2.2 -1.5
C 1.499 -11.478 -3.383 -0.2 -0.2 1.5
O -0.724 -11.260 -4.126 -1.3 -1.8 1.0
H 0.117 -8.842 -5.228 -0.9 -0.3 0.1
H 1.504 -8.924 -4.353 0.3 0.2 0.5
H 0.011 -8.970 -3.395 -0.1 -0.1 -0.2
H 0.873 -11.186 -5.371 0.2 0.1 -0.3
H 1.320 -10.993 -2.423 0.0 0.0 0.3
H 2.572 -11.406 -3.557 -0.2 0.0 -0.5
H 1.192 -12.516 -3.254 0.3 -0.1 -0.1
H -1.355 -11.012 -4.806 0.4 0.2 -0.2
C 8.920 4.191 -7.126 -0.6 -0.1 2.3
C 8.204 3.543 -5.849 -0.1 -1.2 -0.7
C 9.046 3.601 -4.567 -0.1 0.2 0.3
O 6.911 4.055 -5.641 -0.9 1.9 -0.8
H 9.577 4.846 -6.554 0.3 0.7 -1.1
H 8.225 4.696 -7.797 0.0 0.2 0.4
H 9.508 3.493 -7.724 -0.1 -0.2 0.4
H 7.963 2.514 -6.113 0.8 -0.6 0.2
H 8.438 3.590 -3.663 -0.5 -0.9 -0.1
H 9.538 4.541 -4.316 0.5 0.3 -1.0
H 9.764 2.781 -4.545 0.1 0.1 0.1
H 6.502 3.844 -4.799 0.6 -0.3 0.1
C -0.618 10.864 4.459 0.2 0.0 -1.7
C 0.662 10.143 4.067 0.9 -0.2 0.2
C 0.548 9.237 2.893 -0.2 -0.9 -0.9
O 1.722 11.024 3.624 -0.6 1.3 1.2
H -1.361 10.082 4.612 0.0 0.1 0.8
H -1.003 11.322 3.548 0.0 0.6 0.0
H -0.522 11.616 5.243 0.0 -0.4 0.1
H 0.915 9.538 4.938 0.7 0.1 0.2
H 0.339 9.857 2.022 -0.5 -0.2 -0.1
H -0.102 8.368 2.994 -0.4 0.2 0.0
H 1.533 8.825 2.675 0.1 -0.2 0.2
H 2.558 10.575 3.484 -0.2 -0.4 0.2
C -1.395 9.646 -5.004 0.0 -0.8 0.1
C -0.003 10.028 -5.580 -1.1 0.2 0.4
C 0.105 9.984 -7.104 0.0 0.3 0.0
O 0.375 11.309 -5.089 0.1 0.2 -0.2
H -1.904 8.946 -5.665 -0.1 0.0 0.0
H -2.119 10.410 -4.721 0.3 0.7 -0.7
H -1.283 9.119 -4.056 0.3 -0.2 0.1
H 0.700 9.303 -5.168 0.1 -0.2 -0.1
H 1.149 9.822 -7.374 -0.1 -0.2 -0.2
H -0.195 10.895 -7.622 -0.1 0.3 0.5
H -0.552 9.225 -7.529 0.3 -0.4 0.1
H -0.067 11.409 -4.243 0.1 0.2 0.1
C -2.266 1.256 5.308 0.8 1.0 0.7
C -3.543 2.103 5.253 0.3 -1.1 -1.4
C -3.910 2.476 3.832 -0.2 0.1 -0.5
O -4.593 1.331 5.775 -0.9 -0.2 0.9
H -1.416 1.807 4.905 0.0 0.0 -0.3
H -2.306 0.290 4.804 -0.5 0.2 -0.4
H -1.958 1.034 6.329 -0.3 0.0 0.2
H -3.548 3.061 5.773 0.6 -0.3 0.6
H -3.131 3.064 3.346 -0.1 0.3 0.1
H -4.861 3.005 3.897 0.1 0.4 -0.2
H -4.102 1.636 3.164 0.2 -0.4 0.3
H -4.383 0.409 5.610 -0.1 -0.1 0.0
C 4.685 1.752 7.382 0.4 0.4 -1.1
C 5.218 2.592 6.174 -1.3 -1.1 -0.2
C 5.427 1.696 4.942 0.9 -0.6 1.4
O 4.213 3.535 5.800 0.2 0.4 0.3
H 5.288 0.849 7.473 0.1 0.1 0.3
H 3.675 1.430 7.127 -0.1 0.1 0.1
H 4.684 2.323 8.310 0.0 -0.1 -0.1
H 6.143 3.095 6.454 0.1 0.2 -0.1
H 5.823 2.267 4.102 -0.1 -0.2 -0.1
H 4.550 1.091 4.712 -0.3 0.5 -0.2
H 6.144 0.941 5.265 0.5 0.0 -0.4
H 4.102 3.418 4.853 -0.2 0.3 0.0
```
Forces are in eV/Å.

---

Record 2
Entry from the OMol25 dataset: the molecule C4H7NO2 (ωB97M-V with the def2-TZVPD basis set).

## Properties
F_max = 1.18 eV/A
Orbital gap = 0.4007 Ha
Structure (SMILES) = C[C@H]1CNC(=O)O1
Energy relative to the best compared isomer or geometry (same formula, charge and spin) = 32.9 kJ/mol

The geometry in XYZ format:
```
14
Properties=species:S:1:pos:R:3:forces:R:3
C 1.194 -0.717 1.019 0.1 0.1 0.0
C 0.453 -0.616 -0.302 0.2 0.4 -0.2
C -1.054 -0.472 -0.242 -0.1 -0.3 0.2
N -1.205 0.956 -0.134 -0.2 0.1 0.0
C -0.121 1.610 -0.698 -0.3 -0.2 0.0
O -0.096 2.781 -0.979 0.5 -0.8 0.0
O 0.892 0.698 -0.872 -0.4 -0.8 -0.2
H 1.085 0.232 1.547 0.1 -0.1 0.1
H 2.247 -0.865 0.768 0.0 0.1 0.2
H 0.886 -1.537 1.680 -0.1 0.1 -0.4
H 0.659 -1.524 -0.897 0.5 1.0 -0.4
H -1.346 -1.055 0.632 -0.6 0.3 0.1
H -1.570 -0.880 -1.125 0.3 0.1 0.1
H -2.086 1.384 -0.376 0.0 0.0 0.2
```
Forces are in eV/Å.